Below is a cluster of 2 separate species, H3N3 in total at a distorted geometry, with properties calculated with ωB97M-V/def2-TZVPD.

Properties
* Kohn-Sham gap (alpha / beta): 11.4 / 7.9 eV
* max |F|: 5.135 eV/Å
* total charge: 0
* lowest unoccupied orbital energy (alpha / beta): 0.693 / -0.350 eV
* 2S+1: 1
* energy above the lowest of the compared OMol25 structures with the same formula, charge and spin: 5.388 eV

CARTESIAN COORDINATES (ANGSTROEM)
N1 1.66582 0.48353 -0.02994
N2 1.04406 -0.17764 0.69202
N3 -1.33082 0.00626 -0.12893
H1 1.49437 0.66108 -0.94480
H2 -1.22387 -0.05315 0.79372
H3 -1.64956 -0.92007 -0.38208